1.
Below is one molecule with the formula C3H4N2, with properties calculated with wB97M-V/def2-TZVPD.

The value obtained for the HOMO-LUMO gap is 8.8 eV. The calculation puts the HOMO energy at -8.3 eV. The spin multiplicity is 1. Its calculated total energy is -6152.4978 eV. Its largest force on an atom is 0.0194 Eh/bohr. Its total charge is 0.

Each line ends with the Löwdin charge.
Atoms and positions in Å:
N -1.41269 1.53028 1.79865  0.104
C -0.97645 1.09979 0.80973  -0.304
C -0.59671 0.49180 -0.41770  -0.215
C 0.81090 0.14063 -0.63652  -0.141
N -0.06146 -0.93759 -0.11237  0.043
H -0.61017 -1.54397 -0.69931  0.139
H 1.19565 -0.02086 -1.64224  0.104
H 1.58263 0.39684 0.09263  0.117
H 0.12034 -1.25825 0.83562  0.153

Cartesian forces, eV/Å:
N 0.4332 -0.2524 -0.7831
C -0.2966 0.4564 0.8337
C -0.0463 0.1208 0.2084
C 0.2047 0.0248 -0.0500
N -0.5103 -0.0278 0.0671
H 0.5866 -0.4325 -0.1339
H -0.1576 0.0619 0.1410
H -0.0704 -0.0912 -0.0901
H -0.1433 0.1400 -0.1931

2.
Below is one molecule with the formula C3H4N2O at a distorted geometry, with properties calculated with wB97M-V/def2-TZVPD.

The value obtained for the HOMO-LUMO gap (spin up / spin down) is 7.8 / 9.1 eV. The calculation puts the HOMO energy (spin up / spin down) at -9.9 / -10.5 eV. The spin multiplicity is 1. Its calculated total energy is -8197.0813 eV. Its largest force on an atom is 0.0554 Eh/bohr. Its total charge is 0.

Each line ends with the Löwdin charge.
Atoms and positions in Å:
N -0.51625 -1.12061 0.89227  0.265
C -0.58867 -0.08723 -0.09436  -0.870
N -1.01311 1.20448 0.42473  0.121
C 0.92456 -0.10403 -0.19700  -0.063
C 2.12615 -0.24456 -0.26442  0.150
O -1.36453 -0.64224 -0.99363  0.121
H -0.16226 -1.94453 0.39653  0.074
H -2.02030 1.27383 0.30613  0.086
H -0.56863 1.95685 -0.08849  0.082
H 3.18302 -0.29195 -0.38178  0.034

Cartesian forces, eV/Å:
N -1.0841 -0.8207 0.8450
C 1.9651 1.2979 1.6066
N -0.0660 -0.6022 -0.4332
C 0.7004 0.6029 -1.2366
C -0.9211 0.2511 -0.0415
O -0.4781 -0.5197 -1.0285
H -0.1442 -0.1021 0.0477
H 0.0730 0.0643 0.1003
H -0.0336 -0.0862 0.0247
H -0.0114 -0.0852 0.1157

3.
Below is one molecule with the formula C3H4N2O at a distorted geometry, with properties calculated with wB97M-V/def2-TZVPD.

The value obtained for the HOMO-LUMO gap is 11.3 eV. The calculation puts the HOMO energy at -10.7 eV. The SMILES is N#CCNC=O. The spin multiplicity is 1. Its calculated total energy is -8203.0785 eV. Its largest force on an atom is 0.0311 Eh/bohr. Its total charge is 0.

Each line ends with the Löwdin charge.
Atoms and positions in Å:
N -2.83116 -0.18572 -0.60060  0.141
C -1.76892 -0.43938 -0.21237  -0.194
C -0.40452 -0.77000 0.22339  -0.174
N 0.37397 0.40039 0.54472  0.013
C 1.34422 0.76913 -0.33703  -0.343
O 1.62744 0.12968 -1.32903  0.022
H 0.13030 -1.16333 -0.66208  0.126
H -0.48068 -1.43510 1.10103  0.133
H 0.15962 0.99362 1.32978  0.140
H 1.85032 1.70515 -0.05825  0.135

Cartesian forces, eV/Å:
N 1.3040 -0.3122 0.5869
C -1.4114 0.3899 -0.6374
C -0.1054 0.0718 0.1304
N 0.1600 0.2199 -0.0761
C 0.1242 -0.0104 -0.1766
O 0.0122 0.3199 0.2511
H -0.3209 -0.5165 0.6563
H 0.2651 -0.0397 -0.6468
H -0.0591 -0.0764 -0.0924
H 0.0313 -0.0463 0.0046

4.
Below is a 2-piece molecular cluster, C3H4N2O overall at a distorted geometry, with properties calculated with wB97M-V/def2-TZVPD.

The value obtained for the HOMO-LUMO gap (spin up / spin down) is 9.1 / 8.5 eV. The calculation puts the HOMO energy (spin up / spin down) at -9.6 / -9.9 eV. The spin multiplicity is 1. Its calculated total energy is -8196.7546 eV. Its largest force on an atom is 0.0490 Eh/bohr. Its total charge is 0.

Each line ends with the Löwdin charge.
Atoms and positions in Å:
C -0.71204 -1.02655 0.08368  -0.148
C 1.95081 1.18452 -0.03039  -0.098
O -0.85016 0.30593 -0.36472  -0.115
N 1.16982 0.32215 -0.47701  0.101
C -2.14997 -0.52631 0.00177  -0.329
N -3.32847 -0.57129 0.06455  0.206
H -0.42263 -1.74049 -0.68282  0.112
H -0.31807 -1.11968 1.09315  0.111
H 1.78697 2.26265 -0.19514  0.082
H 2.87373 0.90906 0.50693  0.078

Cartesian forces, eV/Å:
C -1.7819 0.9888 -0.1841
C -0.2443 0.2296 -0.3839
O -1.3344 -0.0492 0.0126
N 2.4945 0.2671 0.2488
C 1.0070 -1.3444 0.3753
N 0.0923 0.5048 -0.1416
H 0.0643 -0.0349 0.2183
H 0.0477 -0.2297 -0.1522
H -0.1303 -0.2352 0.1979
H -0.2150 -0.0970 -0.1911

5.
Below is one molecule with the formula C3H4N2O at a distorted geometry, with properties calculated with wB97M-V/def2-TZVPD.

The value obtained for the HOMO-LUMO gap is 11.1 eV. The calculation puts the HOMO energy at -10.4 eV. The SMILES is N#CCC(N)=O. The spin multiplicity is 1. Its calculated total energy is -8203.5218 eV. Its largest force on an atom is 0.0213 Eh/bohr. Its total charge is 0.

Each line ends with the Löwdin charge.
Atoms and positions in Å:
N 1.64800 0.77537 -1.43815  0.153
C 1.37392 -0.00250 -0.62839  -0.221
C 0.66776 -0.77725 0.38346  -0.061
C -0.78550 -0.19984 0.49122  -0.527
N -0.97744 0.90120 -0.26404  0.169
O -1.61803 -0.72065 1.20184  0.057
H 1.18253 -0.72412 1.34776  0.130
H 0.63418 -1.83894 0.12465  0.129
H -1.86822 1.35276 -0.33328  0.118
H -0.25721 1.23397 -0.88508  0.056

Cartesian forces, eV/Å:
N 0.4220 -0.8508 0.5425
C 0.3857 0.5645 -0.6784
C -0.1529 -0.0176 0.0535
C 0.0157 -0.1093 0.0820
N -0.1129 0.2027 -0.1369
O 0.3539 0.0238 -0.1178
H -0.2202 0.1818 -0.0817
H -0.1766 0.1796 -0.0854
H -0.3274 -0.1929 0.3024
H -0.1874 0.0182 0.1198

6.
Below is a 2-piece molecular cluster, C3H4N2O overall, with properties calculated with wB97M-V/def2-TZVPD.

The value obtained for the HOMO-LUMO gap is 9.4 eV. The calculation puts the HOMO energy at -8.8 eV. The spin multiplicity is 1. Its calculated total energy is -8200.4186 eV. Its largest force on an atom is 0.0068 Eh/bohr. Its total charge is 0.

Each line ends with the Löwdin charge.
Atoms and positions in Å:
O 2.26011 -0.12264 -0.00850  0.000
C 1.03851 0.16492 0.26301  -0.518
C 0.14286 -0.90162 -0.12744  -0.122
N -1.07314 -0.15784 -0.25838  0.041
C -0.82274 1.09518 0.15083  -0.162
N 0.42911 1.34933 0.50435  0.143
H 1.49302 -0.99029 -0.66000  0.224
H 0.07759 -1.79018 0.50050  0.119
H -1.98142 -0.51430 -0.50756  0.144
H -1.60012 1.85283 0.14856  0.130

Cartesian forces, eV/Å:
O -0.0775 -0.0603 -0.0044
C -0.0135 -0.0742 -0.1113
C -0.2440 0.0483 0.2443
N -0.0836 0.1135 0.0335
C -0.1501 0.0159 -0.0486
N -0.0245 -0.2227 -0.0779
H 0.3096 0.1188 0.0146
H 0.0525 0.0996 -0.1028
H 0.1224 0.0776 0.0486
H 0.1086 -0.1165 0.0041

7.
Below is one molecule with the formula C3H4N2O at a distorted geometry, with properties calculated with wB97M-V/def2-TZVPD.

The value obtained for the HOMO-LUMO gap is 8.1 eV. The calculation puts the HOMO energy at -8.9 eV. The spin multiplicity is 1. Its calculated total energy is -8199.3326 eV. Its largest force on an atom is 0.0325 Eh/bohr. Its total charge is 0.

Each line ends with the Löwdin charge.
Atoms and positions in Å:
O -1.29975 1.23563 1.66836  0.081
C -0.52657 0.80668 0.65401  -0.507
C 0.25954 1.39374 -0.22818  0.298
N 1.02388 -0.53202 -1.21196  0.087
C 0.24957 -1.15347 -0.37061  -0.381
N -0.51864 -0.57952 0.53365  0.061
H -1.59480 0.36972 2.02244  0.123
H 0.75692 1.96898 -0.96444  0.050
H 1.56299 -1.17695 -1.82091  0.072
H 0.13697 -2.23460 -0.30339  0.115

Cartesian forces, eV/Å:
O 0.4011 -0.0856 -0.5531
C 0.5448 -1.4021 -0.7314
C 0.3739 -0.9198 -0.2572
N -0.7016 0.4478 0.7568
C -0.4463 -0.0895 0.5007
N -0.1215 0.4053 0.2665
H -0.0902 0.4408 0.0782
H -0.0044 0.3610 -0.0378
H -0.3190 0.9917 0.3794
H 0.3631 -0.1495 -0.4020

8.
Below is one molecule with the formula C3H4N2O, with properties calculated with wB97M-V/def2-TZVPD.

The value obtained for the HOMO-LUMO gap is 8.8 eV. The calculation puts the HOMO energy at -7.9 eV. The spin multiplicity is 1. Its calculated total energy is -8199.3674 eV. Its largest force on an atom is 0.0158 Eh/bohr. Its total charge is 0.

Each line ends with the Löwdin charge.
Atoms and positions in Å:
O -1.56640 -1.95939 -0.18263  -0.022
C -1.07073 -0.71274 -0.07231  -0.152
C 0.28717 2.47135 -0.48388  0.047
N 0.78563 1.41307 -0.05897  -0.062
C 1.15156 0.22613 0.15893  -0.185
N 0.25582 -0.85804 0.06988  -0.003
H -2.52172 -1.86620 -0.27287  0.085
H -0.17106 3.07468 0.31567  0.029
H 2.17529 -0.00359 0.43412  0.126
H 0.67443 -1.78525 0.09208  0.137

Cartesian forces, eV/Å:
O -0.2159 0.1916 -0.0165
C 0.4824 -0.3525 0.0814
C 0.3318 -0.6447 0.3701
N -0.3079 0.4726 -0.2714
C 0.0971 0.1819 0.0222
N -0.3024 0.1827 -0.0853
H 0.1222 -0.0642 0.0103
H 0.0514 -0.0709 -0.0771
H -0.1707 0.0469 -0.0286
H -0.0881 0.0566 -0.0052

9.
Below is one molecule with the formula C3H4N2O, with properties calculated with wB97M-V/def2-TZVPD.

The value obtained for the HOMO-LUMO gap is 7.5 eV. The calculation puts the HOMO energy at -7.6 eV. The spin multiplicity is 1. Its calculated total energy is -8199.3877 eV. Its largest force on an atom is 0.0083 Eh/bohr. Its total charge is 0.

Each line ends with the Löwdin charge.
Atoms and positions in Å:
N 1.57593 0.22493 0.12961  0.199
C 0.13177 0.08428 0.05426  -0.479
C -0.64692 1.00818 0.64522  -0.110
N -1.95420 0.47784 0.31965  0.027
C -1.77950 -0.59446 -0.36256  -0.245
O -0.47665 -0.95570 -0.60132  0.022
H 2.08222 -0.48924 0.66407  0.164
H 2.07039 0.39132 -0.75337  0.164
H 1.52847 1.10870 0.68014  0.138
H -2.53150 -1.25585 -0.77569  0.120

Cartesian forces, eV/Å:
N 0.1547 0.0184 0.0099
C -0.0629 0.3281 0.2074
C -0.0218 -0.3592 -0.2287
N -0.0012 -0.2711 -0.1768
C -0.3242 0.1124 0.0823
O 0.1517 0.2318 0.1483
H -0.1843 0.0457 -0.0971
H -0.1810 -0.0596 0.0869
H 0.3156 -0.0941 -0.0593
H 0.1535 0.0476 0.0269

10.
Below is one molecule with the formula C3H4N2O at a distorted geometry, with properties calculated with wB97M-V/def2-TZVPD.

The value obtained for the HOMO-LUMO gap is 11.4 eV. The calculation puts the HOMO energy at -10.7 eV. The SMILES is N#C[C@@]1(N)CO1. The spin multiplicity is 1. Its calculated total energy is -8200.9868 eV. Its largest force on an atom is 0.0873 Eh/bohr. Its total charge is 0.

Each line ends with the Löwdin charge.
Atoms and positions in Å:
N 1.78922 1.27618 1.34542  0.182
C 1.20150 0.62711 0.60923  -0.143
C 0.18718 -0.09353 -0.12989  -0.555
N -0.10836 -1.40424 0.63651  0.100
C -0.71729 0.58856 -0.96457  -0.069
O 0.35099 -0.17560 -1.49315  0.032
H -1.12848 -1.28723 0.90874  0.103
H 0.64957 -1.30976 1.35778  0.083
H -1.66951 0.10839 -1.18904  0.130
H -0.55484 1.67012 -1.08104  0.136

Cartesian forces, eV/Å:
N 0.6476 0.1454 0.2129
C -0.4444 0.7211 0.0635
C 1.0406 -3.6648 2.3699
N -0.0445 3.1298 -1.1362
C -1.2841 1.2635 -1.3583
O 0.7503 -0.3036 -0.8839
H 2.1073 -0.5252 0.5314
H -1.9994 -0.8867 -0.0636
H -0.1136 0.5571 0.2662
H -0.6597 -0.4367 -0.0020